Entry 1:
DFT (ωB97M-V with the def2-TZVPD basis set) results for a structure of composition C19H15N2O5Ru.

```
42
C19H15N2O5Ru (ωB97M-V with the def2-TZVPD basis set)
Ru 0.454 0.773 0.266
O -0.380 -0.498 4.124
C 0.125 -0.060 2.971
O -0.560 -0.114 1.914
C 1.435 0.472 2.904
C 2.384 0.611 3.907
C 3.612 1.182 3.644
C 3.880 1.615 2.336
C 2.944 1.463 1.349
N 1.729 0.875 1.610
C 3.083 1.758 -0.069
O 4.176 2.343 -0.565
O 2.198 1.420 -0.864
H -1.265 -0.841 3.933
H 2.137 0.268 4.904
H 4.357 1.290 4.418
H 4.850 2.052 2.125
H 4.779 2.591 0.145
N -1.727 1.271 -0.360
C -2.579 0.650 -1.336
C -3.694 1.355 -1.779
C -4.526 0.837 -2.754
C -4.221 -0.400 -3.304
C -3.111 -1.097 -2.863
C -2.268 -0.614 -1.851
C -1.068 -1.421 -1.455
C -1.117 -2.798 -1.684
C -0.001 -3.609 -1.551
C 1.213 -3.035 -1.220
C 1.259 -1.675 -0.942
C 0.135 -0.840 -0.999
H -1.553 2.243 -0.567
H -2.152 1.240 0.566
H -3.895 2.329 -1.347
H -5.388 1.397 -3.090
H -4.835 -0.815 -4.093
H -2.865 -2.033 -3.345
H -2.057 -3.258 -1.961
H -0.083 -4.675 -1.722
H 2.110 -3.638 -1.145
H 2.215 -1.250 -0.650
O 0.272 2.638 0.400
```

Computed properties:
maximum force: 3.1 eV Å⁻¹
DFT total energy: -35743.5191 eV
HOMO (alpha / beta): -0.240 / -0.239 Eh
HOMO-LUMO gap (alpha / beta): 5.85 / 5.79 eV
2S+1: 2
ΔE to the lowest compared entry with this formula, charge and spin: 1.1311 eV

natural (NBO) population analysis, charges in e, atoms 1 to 4: 1.08, -0.65, 0.72, -0.62

Entry 2:
DFT (ωB97M-V with the def2-TZVPD basis set) results for a structure of composition C19H15N4O6S3SbSe4Tc.

```
53
C19H15N4O6S3SbSe4Tc (ωB97M-V with the def2-TZVPD basis set)
Tc -0.554 -1.127 1.182
N -3.202 2.685 1.703
C -2.212 1.854 1.409
S -2.347 0.286 2.167
N -1.195 2.195 0.697
N -0.246 1.306 0.459
C 0.910 1.661 -0.019
C 1.358 3.046 -0.118
C 2.635 3.320 0.388
C 3.094 4.621 0.428
C 2.296 5.653 -0.038
C 1.030 5.385 -0.537
C 0.552 4.087 -0.572
C 1.859 0.594 -0.296
C 2.839 0.740 -1.275
C 3.694 -0.317 -1.522
C 3.566 -1.480 -0.773
C 2.576 -1.549 0.186
N 1.736 -0.542 0.406
H -3.923 2.387 2.343
H -3.134 3.656 1.449
H 3.243 2.524 0.795
H 4.072 4.823 0.835
H 2.658 6.668 -0.006
H 0.410 6.191 -0.894
H -0.430 3.877 -0.970
H 2.906 1.666 -1.827
H 4.452 -0.241 -2.286
H 4.220 -2.326 -0.916
H 2.455 -2.430 0.804
O -2.004 -4.519 1.284
S -1.549 -3.381 0.568
O -2.231 -2.150 1.012
O -0.119 -3.105 0.900
C -1.973 -3.564 -1.122
C -2.379 -4.811 -1.569
C -3.014 -4.889 -2.799
C -3.257 -3.737 -3.543
C -2.847 -2.495 -3.080
C -2.216 -2.419 -1.851
S -1.497 -0.874 -1.310
O -2.345 -0.153 -0.397
O -1.115 -0.146 -2.475
O -0.294 -1.337 -0.615
H -2.218 -5.673 -0.936
H -3.350 -5.851 -3.154
H -3.783 -3.811 -4.481
H -3.015 -1.583 -3.630
Se 0.006 0.521 6.800
Sb 1.033 -0.883 5.219
Se 0.514 -0.193 2.944
Se -0.577 -1.912 3.393
Se 2.910 -2.251 5.639
```

Computed properties:
maximum force: 8.7 eV Å⁻¹
DFT total energy: -340806.1746 eV
HOMO: -0.402 Eh
HOMO-LUMO gap: 5.23 eV
2S+1: 1
ΔE to the lowest compared entry with this formula, charge and spin: 7.0509 eV
total charge: +1

natural (NBO) population analysis, charges in e, atoms 1 to 4: 0.44, -0.75, 0.33, 0.17

Entry 3:
DFT (ωB97M-V with the def2-TZVPD basis set) results for a structure of composition C19H15N5O2V.

```
42
C19H15N5O2V (ωB97M-V with the def2-TZVPD basis set)
V -0.054 -0.432 -0.403
C 3.583 -0.967 -2.772
C 2.276 -0.614 -2.420
N 1.683 -1.100 -1.345
C 2.353 -1.975 -0.531
C 3.682 -2.348 -0.795
C 4.281 -1.820 -1.959
C 4.333 -3.236 0.092
C 3.656 -3.703 1.180
C 2.321 -3.326 1.444
C 1.644 -2.475 0.602
N 0.345 -1.979 0.691
C -0.767 -2.604 1.254
C -0.850 -3.426 2.353
C -2.091 -3.951 2.778
C -3.254 -3.659 2.129
C -3.221 -2.797 1.008
C -4.359 -2.439 0.255
C -4.242 -1.596 -0.818
C -2.983 -1.076 -1.139
N -1.898 -1.403 -0.462
C -1.985 -2.274 0.590
H 4.023 -0.552 -3.667
H 1.700 0.084 -3.015
H 5.300 -2.100 -2.198
H 5.355 -3.532 -0.105
H 4.145 -4.378 1.869
H 1.849 -3.720 2.328
H 0.029 -3.672 2.925
H -2.105 -4.598 3.644
H -4.201 -4.068 2.455
H -5.324 -2.840 0.540
H -5.099 -1.312 -1.410
H -2.848 -0.373 -1.952
N -1.409 3.828 0.358
N -1.359 3.007 -0.765
C -0.737 1.822 -0.720
O -0.623 1.110 -1.769
O -0.275 1.332 0.384
H -2.368 4.055 0.583
H -0.877 4.675 0.209
H -1.630 3.338 -1.680
```

Computed properties:
maximum force: 0.3 eV Å⁻¹
DFT total energy: -57177.3710 eV
HOMO (alpha / beta): -0.392 / -0.392 Eh
HOMO-LUMO gap (alpha / beta): 6.93 / 7.18 eV
2S+1: 3
total charge: +1

natural (NBO) population analysis, charges in e, atoms 1 to 4: 1.51, -0.27, 0.11, -0.53

- The highest 2S+1 belongs to which entry?
  C19H15N5O2V